Arrangement A

ORCA calculation (ωB97M-V/def2-TZVPD) on 2 unconnected molecules or ions with the total composition C3H6NO2.

Gap between HOMO and LUMO = 7.88 eV
2S+1 = 1
Charge = -1
E_HOMO = -4.092 eV

Each line ends with the natural charge from an NBO analysis.
Element x y z (Å)
1 N -1.75 -1.53 -0.56  -0.46
2 H -0.02 -1.91 -1.75  0.18
3 C 1.34 1.10 0.98  0.61
4 H -1.49 -1.78 -2.67  0.19
5 H 1.29 0.00 1.21  -0.01
6 H -1.31 -3.22 -1.71  0.18
7 C -1.10 -2.14 -1.72  -0.44
8 C -1.26 -0.41 -0.23  -0.02
9 H -0.30 0.00 -0.59  0.16
10 O 0.26 1.73 0.97  -0.81
11 O 2.50 1.52 0.88  -0.78
12 H -1.70 0.39 0.34  0.20

Arrangement B

ORCA calculation (ωB97M-V/def2-TZVPD) on 2 unconnected molecules or ions with the total composition C3H6NO2.

Gap between HOMO and LUMO = 7.66 eV
2S+1 = 1
Charge = -1
E_HOMO = -3.991 eV

Each line ends with the natural charge from an NBO analysis.
Element x y z (Å)
1 H -1.55 2.55 1.12  0.17
2 N -1.61 0.59 0.57  -0.82
3 O 2.87 -2.51 0.00  -0.78
4 H -2.85 3.47 -0.66  0.19
5 H -2.87 1.80 -1.54  0.19
6 C -2.65 2.41 -0.68  -0.55
7 C -2.02 1.92 0.38  0.03
8 O 1.21 -1.05 -0.47  -0.81
9 C 2.24 -1.44 0.12  0.63
10 H 2.71 -0.76 0.89  -0.03
11 H -1.53 0.04 -0.28  0.38
12 H -0.65 0.58 0.89  0.39

Arrangement C

ORCA calculation (ωB97M-V/def2-TZVPD) on a gas-phase ion, C3H6NO2 (charge -1).

Gap between HOMO and LUMO = 6.81 eV
2S+1 = 1
Charge = -1
E_HOMO = -2.784 eV

Each line ends with the natural charge from an NBO analysis.
Element x y z (Å)
1 N 0.08 -0.64 -0.47  -0.68
2 H 1.18 1.12 -0.75  0.18
3 O -0.94 2.38 -1.53  -0.57
4 H 0.39 1.04 0.85  0.21
5 H -1.81 1.23 -0.11  0.09
6 C 0.29 0.77 -0.22  -0.34
7 C -0.91 1.56 -0.65  0.46
8 C 0.58 -1.50 0.69  0.14
9 H 1.68 -1.33 0.65  0.06
10 O -0.04 -1.30 1.82  -0.93
11 H 0.42 -2.51 0.24  0.06
12 H -0.92 -0.81 -0.53  0.33

Arrangement D

ORCA calculation (ωB97M-V/def2-TZVPD) on 2 unconnected molecules or ions with the total composition C3H6NO2.

Gap between HOMO and LUMO = 7.73 eV
2S+1 = 1
Charge = -1
E_HOMO = -3.788 eV

Each line ends with the natural charge from an NBO analysis.
Element x y z (Å)
1 H -1.57 -0.42 2.40  0.18
2 N 0.35 -1.28 1.61  -0.45
3 H -0.29 0.74 -3.85  -0.04
4 H 0.87 -0.25 -0.10  0.21
5 C -0.40 -0.15 2.26  -0.45
6 H -0.18 -0.12 3.27  0.20
7 C -0.22 1.24 -2.89  0.63
8 O -1.04 2.08 -2.71  -0.75
9 C 0.94 -1.19 0.52  -0.07
10 H 1.32 -2.09 0.05  0.16
11 H -0.44 0.71 1.60  0.21
12 O 0.67 0.73 -2.17  -0.83

Energies, relative to the best one, in kJ/mol: arrangement A 52.9; arrangement B 0.0; arrangement C 134.7; arrangement D 91.8.

Arrangement A

ORCA calculation (ωB97M-V/def2-TZVPD) on C2H4N6 in the gas phase.

Gap between HOMO and LUMO = 9.26 eV
2S+1 = 1
E_HOMO = -9.591 eV

Each line ends with the natural charge from an NBO analysis.
Element x y z (Å)
1 N -0.66 -1.33 0.27  -0.28
2 C 0.41 0.75 0.06  0.32
3 H 2.21 0.98 -0.60  0.40
4 C 0.51 -0.69 0.02  0.31
5 N -0.80 1.32 0.21  -0.31
6 H 1.57 -2.29 -0.11  0.40
7 H 2.33 -1.06 0.66  0.39
8 N 1.55 1.46 0.01  -0.79
9 N -1.88 0.53 -0.18  -0.01
10 N 1.73 -1.31 -0.18  -0.80
11 H 1.34 2.46 -0.20  0.41
12 N -1.80 -0.73 -0.17  -0.04

Arrangement B

ORCA calculation (ωB97M-V/def2-TZVPD) on C2H4N6 in the gas phase.

Gap between HOMO and LUMO = 9.52 eV
2S+1 = 1
E_HOMO = -9.418 eV

Each line ends with the natural charge from an NBO analysis.
Element x y z (Å)
1 H -1.62 2.03 0.11  0.43
2 N 1.07 0.52 -0.13  -0.54
3 H 1.49 -1.46 0.53  0.19
4 C -0.12 0.20 -0.17  0.51
5 H -3.15 0.01 -0.29  0.38
6 N -1.36 0.88 -0.15  -0.49
7 N 3.17 -0.22 0.14  -0.61
8 C 1.99 -0.56 0.09  0.23
9 N -2.39 0.08 0.40  -0.26
10 N -1.86 -1.16 0.07  0.01
11 H 3.46 0.82 -0.18  0.36
12 N -0.70 -1.15 -0.40  -0.22

Arrangement C

ORCA calculation (ωB97M-V/def2-TZVPD) on C2H4N6 in the gas phase.

Gap between HOMO and LUMO = 9.29 eV
2S+1 = 1
E_HOMO = -8.805 eV

Each line ends with the natural charge from an NBO analysis.
Element x y z (Å)
1 H -1.29 -1.20 0.21  0.40
2 C 0.17 0.35 0.00  0.27
3 H -3.16 -1.43 -0.02  0.40
4 N 0.50 -0.96 -0.07  -0.36
5 H -1.27 2.13 -0.09  0.21
6 N 2.36 0.09 -0.05  -0.07
7 N -2.24 -0.86 0.14  -0.58
8 H 1.44 2.02 0.15  0.43
9 N 1.79 -1.08 -0.05  -0.03
10 C -1.15 1.07 -0.12  -0.19
11 N -2.30 0.40 -0.09  -0.12
12 N 1.34 0.97 0.18  -0.36

Energies, relative to the best one, in kJ/mol: arrangement A 0.0; arrangement B 204.5; arrangement C 19.1.

Arrangement A

ORCA calculation (ωB97M-V/def2-TZVPD) on a gas-phase ion, C2H4O3PS (charge -1).

Gap between HOMO and LUMO = 8.87 eV
2S+1 = 1
Charge = -1
E_HOMO = -5.032 eV

Each line ends with the natural charge from an NBO analysis.
Element x y z (Å)
1 S 2.20 0.19 -0.10  2.39
2 H -0.26 0.88 1.17  0.24
3 O 2.26 0.90 -1.38  -1.02
4 H -0.59 1.13 -0.49  0.23
5 P 0.28 -2.17 0.18  0.32
6 O 3.09 -0.96 -0.05  -1.02
7 C -0.56 0.42 0.24  -0.68
8 H -1.57 -0.03 0.32  0.19
9 O 2.23 1.09 1.04  -1.02
10 H 1.48 -2.60 -0.48  0.00
11 C 0.50 -0.56 0.04  -0.62

Arrangement B

ORCA calculation (ωB97M-V/def2-TZVPD) on a gas-phase ion, C2H4O3PS (charge -1).

Gap between HOMO and LUMO = 8.98 eV
2S+1 = 1
Charge = -1
E_HOMO = -5.120 eV

Each line ends with the natural charge from an NBO analysis.
Element x y z (Å)
1 H -0.33 1.53 1.43  0.22
2 C -0.51 0.47 1.32  -0.69
3 H 0.40 -0.05 1.53  0.28
4 P -1.87 -0.73 -0.97  0.33
5 O 1.59 1.26 -0.67  -1.02
6 O 1.09 -0.82 -1.98  -1.00
7 H -1.12 -0.91 -2.17  0.01
8 C -0.61 -0.10 -0.15  -0.65
9 O 1.75 -0.79 0.47  -1.03
10 H -1.50 0.28 1.88  0.19
11 S 1.12 -0.12 -0.69  2.37

Energies, relative to the best one, in kJ/mol: arrangement A 0.0; arrangement B 37.4.

Arrangement A

ORCA calculation (ωB97M-V/def2-TZVPD) on C2H3IN4 in the gas phase.

Gap between HOMO and LUMO (alpha / beta) = 7.65 / 7.64 eV
2S+1 = 1
E_HOMO (alpha / beta) = -9.250 / -9.203 eV

Each line ends with the natural charge from an NBO analysis.
Element x y z (Å)
1 N 1.07 1.12 -1.60  -0.08
2 N -0.08 0.63 0.19  -0.32
3 N 0.97 2.21 -0.91  -0.29
4 H -1.79 -2.03 0.92  0.22
5 N 0.44 0.19 -0.93  -0.21
6 C -0.73 -2.06 0.77  -0.64
7 I -0.05 -2.05 -1.10  0.84
8 H -0.11 -2.51 1.53  0.21
9 H 0.01 2.61 0.95  0.20
10 C 0.26 1.90 0.19  0.08

Arrangement B

ORCA calculation (ωB97M-V/def2-TZVPD) on C2H3IN4 in the gas phase.

Gap between HOMO and LUMO = 10.03 eV
2S+1 = 1
E_HOMO = -10.322 eV

Each line ends with the natural charge from an NBO analysis.
Element x y z (Å)
1 N 0.93 -1.94 0.45  -0.06
2 C -0.76 1.06 0.55  -0.30
3 H -0.08 1.83 0.30  0.23
4 H -0.99 0.86 1.51  0.23
5 C 0.81 -0.33 -0.88  0.13
6 N 0.05 -0.09 0.25  -0.23
7 N 0.15 -1.18 1.01  -0.04
8 I -2.53 1.10 -0.69  0.10
9 H 1.04 0.19 -1.77  0.23
10 N 1.39 -1.50 -0.72  -0.28

Energies, relative to the best one, in kJ/mol: arrangement A 289.2; arrangement B 0.0.